# 1
The following is a quantum chemistry calculation of a single C8H7BrP2 molecule in a non-equilibrium geometry, from OMol25.

The value obtained for the energy relative to the best compared isomer or geometry (same formula, charge and spin) is 337.7 kJ/mol. As for the HOMO energy (spin up / spin down): -8.07 / -7.56 eV. As for the HOMO-LUMO gap (spin up / spin down): 6.3754 / 6.6129 eV.

Each line ends with the natural charge from an NBO analysis.
CARTESIAN COORDINATES (ANGSTROEM)
1 C -1.521 -2.581 0.716  -0.221
2 C -0.700 -2.342 -0.434  -0.208
3 C 1.386 2.215 -0.317  -0.166
4 C -0.070 1.997 -0.155  -0.284
5 C -1.537 -1.507 1.542  -0.467
6 C 0.118 -1.277 -0.351  -0.462
7 C 2.588 1.921 0.286  -0.732
8 C -0.880 1.129 0.455  -0.308
9 P -0.159 -0.365 1.185  0.802
10 P 3.775 0.862 0.923  0.446
11 Br -2.813 1.321 0.414  0.069
12 H -2.202 -3.308 0.863  0.213
13 H -0.762 -2.978 -1.307  0.216
14 H 1.396 2.987 -1.085  0.197
15 H -0.561 2.673 -0.678  0.205
16 H -2.238 -1.348 2.350  0.230
17 H 0.701 -0.974 -1.081  0.210
18 H 3.133 2.826 -0.134  0.260

# 2
The following is a quantum chemistry calculation of 2 unconnected molecules or ions with the total composition C5H10BrNO3 in a non-equilibrium geometry, from OMol25.

Its SMILES is [O-]/[N+](O)=C\Br.C/C=C/OC. The value obtained for the energy relative to the best compared isomer or geometry (same formula, charge and spin) is 496.3 kJ/mol. As for the HOMO energy: -8.43 eV. As for the HOMO-LUMO gap: 9.1162 eV.

Each line ends with the natural charge from an NBO analysis.
CARTESIAN COORDINATES (ANGSTROEM)
1 C 1.342 -1.647 -0.922  -0.662
2 C 0.698 3.107 0.221  -0.251
3 C 0.818 -0.490 -0.053  -0.310
4 C 1.015 0.788 -0.272  0.149
5 C -1.980 -0.330 0.787  -0.170
6 N -2.012 -1.552 0.309  0.333
7 O -1.182 -2.392 1.083  -0.564
8 O -2.640 -2.044 -0.583  -0.436
9 O 0.541 1.689 0.594  -0.519
10 Br -3.050 0.901 -0.174  0.091
11 H 1.560 -2.479 -0.140  0.207
12 H 2.326 -1.403 -1.529  0.230
13 H 0.530 -1.950 -1.643  0.222
14 H 1.153 3.602 1.058  0.196
15 H -0.347 3.393 0.050  0.196
16 H 1.255 3.233 -0.729  0.182
17 H 0.495 -0.761 0.921  0.200
18 H -0.482 -2.704 0.470  0.484
19 H 1.354 1.093 -1.171  0.157
20 H -1.394 -0.056 1.724  0.264

# 3
The following is a quantum chemistry calculation of a molecular structure, C19H31AlF4O15PS, from OMol25.

Its net charge is -1. As for the HOMO energy: -5.61 eV. As for the HOMO-LUMO gap: 7.9419 eV.

Each line ends with the Löwdin charge.
CARTESIAN COORDINATES (ANGSTROEM)
1 C -0.851 -2.274 -2.689  -0.202
2 S -1.673 -0.841 -1.981  0.489
3 O -1.318 0.315 -2.816  -0.438
4 O -3.094 -1.179 -1.923  -0.433
5 Al -0.751 -0.598 0.170  0.387
6 P -2.313 -0.060 1.879  0.541
7 O -3.398 -1.102 1.977  -0.566
8 C 0.680 0.901 0.040  -0.448
9 F 0.345 1.973 -0.784  -0.020
10 F 0.793 1.457 1.313  -0.022
11 C 2.096 0.538 -0.421  -0.328
12 F 2.332 -0.803 -0.349  0.021
13 F 3.071 1.123 0.341  0.039
14 H -0.080 -2.598 -1.984  0.027
15 H -1.592 -3.063 -2.818  0.060
16 H -0.393 -1.982 -3.634  0.038
17 H -0.058 -1.974 0.557  -0.052
18 H -2.825 1.263 1.805  -0.055
19 H -1.562 0.016 3.071  -0.050
20 H 2.248 0.874 -1.450  0.161
21 C 0.989 4.396 1.388  -0.026
22 C 0.983 5.865 1.069  -0.313
23 C 2.342 6.465 0.766  -0.096
24 O 2.190 7.823 1.198  0.054
25 C 1.225 7.850 2.152  -0.575
26 O 0.989 8.792 2.839  0.152
27 O 0.586 6.666 2.208  0.087
28 H -0.019 4.002 1.497  0.090
29 H 1.477 3.846 0.585  0.079
30 H 1.522 4.213 2.322  0.099
31 H 0.280 6.085 0.261  0.159
32 H 2.608 6.443 -0.287  0.135
33 H 3.131 5.995 1.357  0.138
34 C 6.346 -1.707 -0.094  -0.022
35 C 5.244 -2.295 0.748  -0.326
36 C 4.830 -1.468 1.947  -0.085
37 O 4.396 -2.473 2.873  0.073
38 C 5.039 -3.622 2.577  -0.570
39 O 5.053 -4.594 3.264  0.153
40 O 5.676 -3.514 1.388  0.077
41 H 6.521 -2.310 -0.984  0.084
42 H 6.072 -0.699 -0.406  0.089
43 H 7.275 -1.667 0.476  0.089
44 H 4.372 -2.532 0.135  0.152
45 H 4.021 -0.777 1.730  0.120
46 H 5.673 -0.931 2.391  0.139
47 C -4.026 -5.592 4.970  -0.031
48 C -3.409 -4.504 4.129  -0.328
49 C -2.021 -4.804 3.593  -0.097
50 O -1.440 -3.506 3.511  0.057
51 C -2.066 -2.703 4.401  -0.575
52 O -1.719 -1.602 4.671  0.123
53 O -3.153 -3.329 4.916  0.081
54 H -5.051 -5.341 5.241  0.082
55 H -4.035 -6.532 4.416  0.086
56 H -3.456 -5.724 5.890  0.088
57 H -4.076 -4.210 3.315  0.161
58 H -2.016 -5.270 2.611  0.138
59 H -1.439 -5.410 4.294  0.135
60 C -4.762 1.996 -5.761  -0.024
61 C -3.307 1.608 -5.720  -0.328
62 C -2.601 1.569 -7.064  -0.103
63 O -1.609 0.562 -6.861  0.057
64 C -2.054 -0.266 -5.872  -0.559
65 O -1.541 -1.289 -5.563  0.156
66 O -3.153 0.251 -5.294  0.083
67 H -5.166 2.081 -4.754  0.089
68 H -4.881 2.956 -6.266  0.086
69 H -5.338 1.237 -6.292  0.089
70 H -2.757 2.235 -5.012  0.161
71 H -2.123 2.505 -7.341  0.133
72 H -3.275 1.247 -7.863  0.133

# 4
The following is a quantum chemistry calculation of 2 unconnected molecules or ions with the total composition C5H6N in a non-equilibrium geometry, from OMol25.

Its net charge is +1. The value obtained for the energy relative to the best compared isomer or geometry (same formula, charge and spin) is 501.8 kJ/mol. As for the HOMO energy: -16.30 eV. As for the HOMO-LUMO gap: 10.3229 eV.

Each line ends with the natural charge from an NBO analysis.
CARTESIAN COORDINATES (ANGSTROEM)
1 C -3.647 -0.286 -0.275  0.198
2 C 0.432 0.675 0.239  -0.130
3 C -0.566 1.362 0.415  0.274
4 C 1.794 0.369 -0.169  -0.385
5 C 0.863 -0.726 -0.382  -0.206
6 N -2.566 -0.194 0.103  -0.391
7 H -4.631 -0.439 -0.369  0.235
8 H -1.460 1.869 0.665  0.279
9 H 2.143 0.974 -1.011  0.286
10 H 2.551 0.336 0.734  0.299
11 H 0.859 -1.703 0.191  0.289
12 H 0.262 -0.709 -1.238  0.254

# 5
The following is a quantum chemistry calculation of a molecular structure, C31H45Cl2DyN2OP in a non-equilibrium geometry, from OMol25.

Its net charge is -1. As for the HOMO energy (spin up / spin down): -1.71 / -1.68 eV. As for the spin multiplicity: 6. As for the HOMO-LUMO gap (spin up / spin down): 3.2013 / 3.1674 eV.

Each line ends with the Löwdin charge.
CARTESIAN COORDINATES (ANGSTROEM)
1 P 0.121 -1.025 -4.442  1.119
2 C 1.721 -0.392 -5.234  -0.456
3 C 2.026 -0.748 -6.691  -0.214
4 C 3.455 -0.309 -7.056  -0.204
5 C 3.665 1.187 -6.803  -0.214
6 C 3.326 1.556 -5.356  -0.196
7 C 1.899 1.110 -4.987  -0.218
8 C -1.318 -0.110 -5.268  -0.451
9 C -1.303 0.064 -6.784  -0.213
10 C -2.648 0.640 -7.270  -0.205
11 C -2.969 1.964 -6.570  -0.214
12 C -2.946 1.808 -5.047  -0.196
13 C -1.607 1.226 -4.561  -0.217
14 C -0.026 -2.724 -5.212  -0.489
15 C 1.164 -3.587 -4.765  -0.226
16 C 1.075 -5.012 -5.330  -0.206
17 C -0.249 -5.682 -4.949  -0.215
18 C -1.440 -4.827 -5.391  -0.207
19 C -1.353 -3.399 -4.828  -0.216
20 H 2.472 -0.915 -4.605  0.106
21 H 1.313 -0.238 -7.356  0.098
22 H 1.914 -1.826 -6.873  0.093
23 H 3.663 -0.553 -8.105  0.103
24 H 4.168 -0.883 -6.448  0.113
25 H 4.696 1.472 -7.035  0.102
26 H 3.016 1.759 -7.480  0.111
27 H 4.036 1.063 -4.678  0.116
28 H 3.427 2.635 -5.200  0.108
29 H 1.680 1.358 -3.938  0.105
30 H 1.181 1.666 -5.611  0.101
31 H -2.155 -0.786 -5.016  0.095
32 H -3.444 -0.087 -7.056  0.111
33 H -1.095 -0.888 -7.294  0.102
34 H -0.501 0.765 -7.066  0.100
35 H -2.625 0.777 -8.358  0.102
36 H -3.944 2.341 -6.899  0.102
37 H -2.223 2.714 -6.865  0.111
38 H -3.131 2.772 -4.560  0.111
39 H -3.757 1.133 -4.740  0.115
40 H -1.625 1.079 -3.470  0.084
41 H -0.802 1.944 -4.779  0.102
42 H 0.003 -2.620 -6.318  0.102
43 H 2.115 -3.127 -5.067  0.095
44 H 1.166 -3.629 -3.666  0.118
45 H 1.156 -4.968 -6.425  0.111
46 H 1.923 -5.605 -4.971  0.104
47 H -0.285 -5.810 -3.859  0.113
48 H -0.313 -6.681 -5.391  0.101
49 H -2.382 -5.288 -5.076  0.104
50 H -1.459 -4.774 -6.488  0.111
51 H -2.208 -2.812 -5.187  0.097
52 H -1.423 -3.431 -3.730  0.118
53 Dy 0.038 -0.183 -0.069  0.637
54 Cl -2.166 -0.729 -0.909  -0.232
55 Cl 2.381 0.041 -0.621  -0.206
56 C -0.358 1.682 1.073  -0.361
57 H -0.626 1.482 2.142  0.004
58 C -0.439 2.823 0.427  -0.451
59 C -1.154 3.867 1.085  -0.106
60 C -1.279 5.100 0.499  -0.157
61 C -0.712 5.376 -0.753  -0.180
62 C 0.009 4.379 -1.430  -0.157
63 C 0.162 3.115 -0.883  -0.097
64 H -1.579 3.620 2.046  0.086
65 H -1.832 5.874 1.027  0.080
66 H 0.465 4.588 -2.393  0.080
67 H 0.756 2.339 -1.368  0.031
68 H -0.821 6.362 -1.200  0.061
69 N 1.240 -1.618 7.119  0.164
70 C 0.252 -2.034 6.286  -0.482
71 O -0.680 -2.705 6.716  0.042
72 C 0.276 -1.668 4.817  -0.114
73 C 1.329 -0.970 4.223  0.000
74 C 1.243 -0.612 2.874  -0.105
75 N 0.167 -0.957 2.118  -0.116
76 C -0.879 -1.627 2.684  -0.085
77 C -0.833 -2.011 4.021  0.010
78 H 1.177 -1.868 8.089  0.107
79 H 2.031 -1.042 6.833  0.100
80 H 2.211 -0.662 4.764  0.102
81 H 2.041 -0.023 2.409  0.098
82 H -1.750 -1.838 2.054  0.106
83 H -1.689 -2.546 4.422  0.119

# 6
The following is a quantum chemistry calculation of a single C8H16NO5PS molecule, from OMol25.

Its SMILES is CP(O)[C@H]1CNC(=O)[C@@H]1CCCS(=O)(=O)O. As for the HOMO energy: -9.14 eV. As for the HOMO-LUMO gap: 9.5133 eV.

Each line ends with the natural charge from an NBO analysis.
CARTESIAN COORDINATES (ANGSTROEM)
1 C -0.329 -0.422 -2.493  -0.998
2 P -0.247 -1.980 -1.522  1.082
3 O -1.677 -1.876 -0.668  -0.993
4 C 0.979 -1.539 -0.222  -0.549
5 C 2.352 -1.473 -0.931  -0.223
6 N 3.220 -0.964 0.128  -0.631
7 C 2.474 -0.191 1.014  0.696
8 O 2.921 0.357 1.986  -0.573
9 C 1.001 -0.225 0.582  -0.347
10 C 0.117 -0.083 1.811  -0.398
11 C -1.398 0.008 1.636  -0.413
12 C -1.908 0.864 0.481  -0.681
13 S -1.426 2.559 0.633  2.372
14 O -1.684 3.004 1.960  -0.917
15 O -0.144 2.773 0.021  -0.961
16 O -2.500 3.236 -0.347  -0.893
17 H 0.342 -0.509 -3.349  0.242
18 H -1.352 -0.346 -2.868  0.246
19 H -0.104 0.495 -1.946  0.229
20 H -2.214 -2.646 -0.882  0.500
21 H 1.031 -2.384 0.475  0.235
22 H 2.678 -2.444 -1.304  0.211
23 H 2.324 -0.784 -1.786  0.179
24 H 4.096 -0.540 -0.144  0.401
25 H 0.883 0.605 -0.125  0.246
26 H 0.461 0.810 2.338  0.241
27 H 0.334 -0.931 2.467  0.216
28 H -1.846 -0.980 1.522  0.233
29 H -1.806 0.435 2.555  0.231
30 H -1.570 0.533 -0.500  0.248
31 H -2.998 0.863 0.468  0.256
32 H -2.009 3.772 -0.987  0.513